{
  "formula": "C33H27BrCl5F2GeO9P2Ta",
  "method": "the ωB97M-V functional and the def2-TZVPD basis",
  "elements": ["Ta", "C", "C", "O", "P", "O", "O", "O", "P", "O", "O", "O", "H", "H", "H", "H", "H", "H", "H", "Cl", "C", "C", "C", "Cl", "C", "Cl", "C", "Cl", "C", "Cl", "F", "C", "F", "H", "C", "Ge", "C", "C", "C", "C", "C", "C", "C", "C", "C", "C", "C", "C", "C", "C", "C", "C", "H", "H", "H", "H", "H", "H", "H", "H", "H", "H", "H", "H", "H", "H", "H", "Br", "C", "C", "C", "C", "C", "C", "C", "O", "O", "H", "H", "H", "H"],
  "positions_angstrom": [[8.13808, 15.10213, 15.71923], [11.62095, 18.27107, 13.84542], [10.54835, 17.29433, 14.27012], [9.85553, 16.70430, 13.13916], [11.16853, 15.83807, 15.14008], [12.39809, 15.32620, 14.33289], [11.75209, 16.15413, 16.56820], [10.07892, 14.77658, 15.19198], [9.24386, 17.92607, 15.42042], [10.00766, 19.01533, 16.30257], [8.02123, 18.40019, 14.73691], [9.09782, 16.74014, 16.42119], [12.11064, 17.88395, 12.94179], [12.36744, 18.43018, 14.64087], [11.18043, 19.25592, 13.62428], [9.25995, 17.36516, 12.74398], [12.67046, 14.37852, 14.51694], [11.12027, 16.57925, 17.17018], [9.59940, 19.88508, 16.22933], [9.74752, 14.43615, 18.75368], [8.31794, 15.36044, 18.98959], [7.57710, 15.50582, 17.83943], [6.58268, 16.46687, 17.85665], [6.08062, 16.84347, 16.25304], [6.20531, 17.16436, 19.00952], [4.97729, 18.34563, 18.96209], [6.89556, 16.88695, 20.19862], [6.45986, 17.67730, 21.64155], [8.00475, 16.00113, 20.18340], [8.91559, 15.77626, 21.60911], [6.30841, 12.65528, 15.91879], [6.15530, 14.05526, 15.86868], [5.63185, 14.27844, 14.59858], [5.37131, 14.28084, 16.61149], [8.56818, 11.16371, 14.82565], [9.05317, 12.50281, 16.25629], [11.06784, 12.44927, 16.17201], [11.66561, 12.38811, 14.91006], [13.06641, 12.43780, 14.77695], [13.87674, 12.49756, 15.91967], [13.28103, 12.50834, 17.17544], [11.89040, 12.49167, 17.30061], [8.37094, 11.58379, 17.92125], [7.34117, 12.13965, 18.67209], [6.70341, 11.42194, 19.69455], [7.06486, 10.12567, 19.95656], [8.12053, 9.51789, 19.23918], [8.51040, 8.20074, 19.52478], [9.58863, 7.62456, 18.86809], [10.29530, 8.36438, 17.91189], [9.91791, 9.65593, 17.59780], [8.80809, 10.27299, 18.22607], [9.13367, 10.23212, 14.98904], [8.78169, 11.56198, 13.82761], [7.49605, 10.95232, 14.89699], [11.07057, 12.32098, 13.99903], [13.51254, 12.38746, 13.78360], [14.95702, 12.52313, 15.82407], [13.89430, 12.52539, 18.07163], [11.46801, 12.45785, 18.29987], [6.98949, 13.13672, 18.42414], [5.89779, 11.89336, 20.25516], [6.56730, 9.54252, 20.73144], [7.95592, 7.63614, 20.27456], [9.88897, 6.60774, 19.10407], [11.14492, 7.92857, 17.39458], [10.51600, 10.17397, 16.84202], [8.47045, 14.28083, 7.21517], [8.26585, 14.45518, 9.06976], [9.24058, 13.91641, 9.92561], [9.08484, 14.03058, 11.29419], [7.98051, 14.72909, 11.82075], [7.01938, 15.27966, 10.96910], [7.15376, 15.12972, 9.59648], [7.85521, 14.81542, 13.22506], [7.45121, 15.87582, 13.87332], [8.16800, 13.79247, 13.98103], [10.10150, 13.41453, 9.48910], [9.83072, 13.60260, 11.96354], [6.15746, 15.81861, 11.36106], [6.40938, 15.52196, 8.90776]],
  "forces_ev_per_angstrom": [[-0.536, -1.497, 0.263], [0.343, 0.540, 0.063], [-0.629, -0.201, -0.579], [0.825, 0.463, 0.268], [0.765, -0.835, 0.010], [0.087, -0.434, 0.123], [0.105, 0.414, -0.346], [0.891, 0.785, -0.315], [-0.507, 1.527, -0.219], [0.016, -0.144, -0.072], [1.228, 0.072, 0.222], [0.259, 1.157, -0.352], [-0.073, 0.101, 0.325], [-0.234, -0.098, -0.297], [0.101, -0.338, -0.033], [0.051, -0.085, 0.348], [-0.280, 0.780, -0.059], [-0.042, -0.174, 0.056], [-0.019, 0.164, 0.021], [0.782, -0.146, 0.789], [-0.285, -0.012, 0.030], [-0.501, 0.238, 0.055], [0.258, -0.317, 0.971], [-0.773, 0.511, -0.053], [0.322, -0.372, -0.217], [-0.177, 0.117, -0.114], [0.537, -0.486, -0.553], [-0.101, 0.124, 0.224], [-0.782, 0.448, -0.243], [0.233, -0.168, 0.051], [-0.481, 0.259, 0.230], [0.000, -0.986, -0.515], [-0.948, -0.267, 0.444], [0.237, 0.026, -0.328], [0.130, -0.051, 0.488], [-0.441, 0.085, -0.614], [-0.491, -0.300, 0.449], [0.735, -0.013, -0.056], [-0.294, -0.298, 0.252], [-0.271, 0.060, -0.188], [-0.059, 0.034, 0.051], [0.346, -0.156, -0.390], [1.141, -0.486, -0.985], [-1.135, -0.147, 0.910], [-0.219, 1.397, -0.577], [0.297, -0.863, 0.241], [0.401, 0.068, -0.358], [-0.299, 0.217, 0.173], [0.548, 0.066, -0.479], [-0.130, -0.793, 0.508], [-0.226, 0.499, -0.318], [0.042, -0.684, 0.654], [-0.162, 0.269, -0.103], [-0.029, -0.139, 0.354], [0.282, 0.024, -0.093], [-0.022, 0.039, 0.267], [-0.032, -0.023, 0.202], [-0.109, -0.011, 0.002], [-0.021, 0.022, -0.131], [-0.030, 0.082, -0.050], [0.090, -0.111, 0.124], [0.173, -0.124, -0.120], [0.042, 0.184, -0.156], [0.142, 0.109, -0.163], [-0.054, 0.156, -0.059], [-0.127, -0.010, 0.143], [-0.412, -0.003, 0.364], [-0.021, -0.003, -0.091], [-0.127, 0.176, 1.038], [-0.243, 0.101, -0.481], [-0.259, 0.116, 0.017], [0.324, -0.231, -1.980], [0.128, 0.144, -0.075], [0.367, -0.281, -0.516], [-0.233, -1.053, 3.313], [0.509, -1.524, -0.446], [-0.855, 2.267, -1.689], [-0.174, 0.072, 0.184], [-0.247, 0.143, -0.099], [0.248, -0.168, 0.057], [0.107, -0.023, 0.226]],
  "lowdin_charge": [1.650, -0.045, -0.551, -0.066, 0.559, -0.057, -0.070, -0.453, 0.391, -0.088, -0.279, -0.475, 0.102, 0.099, 0.099, 0.122, 0.076, 0.079, 0.103, 0.802, -0.691, -0.386, -0.646, 0.901, -0.693, 0.739, -0.701, 0.724, -0.694, 0.721, -0.109, -0.444, -0.065, 0.096, -0.191, 0.931, -0.331, -0.130, -0.111, -0.071, -0.065, -0.140, -0.176, -0.053, -0.004, 0.043, -0.151, 0.028, -0.016, -0.016, 0.015, -0.150, 0.021, 0.013, 0.025, 0.106, 0.120, 0.112, 0.111, 0.072, 0.084, 0.127, 0.136, 0.132, 0.122, 0.124, 0.097, 0.793, -0.682, -0.100, 0.011, -0.152, 0.019, -0.097, -0.492, -0.152, -0.185, 0.108, 0.123, 0.137, 0.109],
  "de_lowest_kcal_mol": 0.0,
  "charge": 1,
  "s_squared": 0.776,
  "lumo_ha": [-0.12269, -0.23775],
  "spin_multiplicity": 2,
  "homo_lumo_gap_ha": [0.2669, 0.1511]
}


{
  "formula": "C17H15F3N2O",
  "method": "the ωB97M-V functional and the def2-TZVPD basis",
  "elements": ["O", "C", "C", "C", "F", "C", "C", "C", "C", "F", "N", "C", "C", "N", "C", "C", "C", "C", "C", "C", "F", "C", "C", "H", "H", "H", "H", "H", "H", "H", "H", "H", "H", "H", "H", "H", "H", "H"],
  "positions_angstrom": [[-2.40580, -2.30524, -1.26666], [-2.09582, -1.36777, -0.56173], [-3.15643, -0.40464, -0.07977], [-3.46137, 0.74929, -0.79147], [-2.67211, 1.09211, -1.82937], [-4.52122, 1.57183, -0.45830], [-5.31667, 1.23270, 0.62291], [-5.04546, 0.09549, 1.36349], [-3.97770, -0.70601, 0.99982], [-3.70616, -1.79749, 1.73418], [-0.83838, -1.11791, -0.15206], [-0.40509, 0.04570, 0.58009], [0.48155, 0.92303, -0.32575], [1.60125, 0.15361, -0.81681], [2.83923, 0.24724, -0.20810], [3.36132, 1.51198, 0.10359], [4.60858, 1.67467, 0.66844], [5.41007, 0.57769, 0.93777], [4.93451, -0.68398, 0.63520], [3.67766, -0.83628, 0.08485], [3.27110, -2.11609, -0.14336], [1.15447, -1.02168, -1.53196], [0.25999, -1.91373, -0.66174], [-4.71205, 2.45559, -1.04529], [-6.15120, 1.86071, 0.89134], [-5.64953, -0.18262, 2.21188], [0.18255, -0.28527, 1.44548], [-1.26503, 0.61429, 0.93668], [-0.11075, 1.26842, -1.18035], [0.82498, 1.78620, 0.24121], [2.77527, 2.38724, -0.12980], [4.96333, 2.67032, 0.88803], [6.38811, 0.70037, 1.37423], [5.51781, -1.56970, 0.83348], [0.56466, -0.67227, -2.38847], [2.00386, -1.58389, -1.91241], [0.82819, -2.32161, 0.17912], [-0.15771, -2.73230, -1.24838]],
  "forces_ev_per_angstrom": [[-0.150, -0.153, -0.162], [-0.203, 0.146, 0.171], [-0.235, -0.071, -0.153], [-0.138, -0.062, 0.353], [-0.035, -0.108, 0.046], [0.141, 0.014, -0.179], [0.141, -0.104, -0.037], [0.061, -0.194, 0.075], [0.008, 0.319, -0.123], [0.015, 0.036, -0.130], [0.196, -0.078, 0.077], [0.086, 0.536, -0.003], [-0.240, -0.012, 0.394], [-0.141, -0.030, -0.244], [0.430, -0.025, 0.067], [0.033, -0.096, 0.036], [0.027, 0.051, 0.080], [0.010, -0.042, -0.010], [-0.062, 0.036, -0.036], [0.035, 0.037, 0.065], [-0.064, 0.160, 0.013], [-0.046, -0.366, -0.020], [0.169, -0.234, -0.384], [0.001, 0.084, -0.075], [-0.072, 0.060, 0.030], [-0.044, -0.048, 0.091], [-0.054, 0.071, -0.025], [0.078, -0.071, 0.008], [-0.010, 0.046, 0.097], [-0.019, -0.009, -0.067], [-0.067, 0.056, -0.063], [0.024, 0.092, 0.010], [0.101, 0.004, 0.039], [0.031, -0.109, 0.009], [0.010, -0.081, 0.026], [-0.068, 0.064, -0.008], [-0.005, 0.026, -0.059], [0.056, 0.057, 0.091]],
  "lowdin_charge": [0.099, -0.409, -0.018, -0.220, 0.083, -0.007, -0.067, -0.005, -0.215, 0.095, -0.038, -0.099, -0.124, -0.092, -0.166, -0.024, -0.095, -0.097, -0.019, -0.196, 0.040, -0.121, -0.098, 0.119, 0.110, 0.119, 0.138, 0.127, 0.125, 0.114, 0.108, 0.102, 0.100, 0.118, 0.135, 0.125, 0.127, 0.127],
  "de_lowest_kcal_mol": 11.7,
  "smiles": "O=C(c1c(F)cccc1F)N1CCN(c2ccccc2F)CC1",
  "charge": 0,
  "lumo_ha": 0.02712,
  "spin_multiplicity": 1,
  "homo_lumo_gap_ha": 0.3165
}


{
  "formula": "C17H17Cl2N3S",
  "method": "the ωB97M-V functional and the def2-TZVPD basis",
  "elements": ["C", "C", "N", "N", "C", "N", "H", "C", "H", "H", "C", "C", "C", "C", "C", "C", "C", "H", "H", "H", "H", "H", "H", "H", "S", "H", "C", "C", "C", "C", "C", "C", "Cl", "H", "Cl", "H", "H", "H", "H", "H"],
  "positions_angstrom": [[0.73471, 2.32806, -3.10207], [0.42286, 1.04340, -2.29747], [-0.43708, 0.76471, -1.32642], [-1.21275, 1.82170, -1.05475], [-2.22304, 1.79224, -0.17499], [-2.28372, 0.64316, 0.51900], [-2.78175, 0.85819, 1.32020], [-1.71800, -0.78415, 0.46287], [-2.35278, -1.54229, 0.85408], [-1.45727, -0.88216, -0.52301], [-0.22895, -0.86821, 1.38475], [-0.59016, -0.51721, 2.68958], [-1.07392, -1.25189, 3.54982], [-1.18655, -1.08892, 5.05770], [-1.30010, 0.22737, 5.33767], [-0.74137, 1.34491, 4.48465], [-0.58913, 1.13219, 3.15944], [-0.24082, 1.82126, 2.47469], [-0.93444, 2.22277, 4.93638], [-1.31530, 0.53298, 6.47544], [-1.52570, -1.87989, 5.60567], [-0.73459, -2.42513, 3.36128], [0.42557, -0.03434, 0.95073], [0.31399, -1.65952, 1.28228], [-2.97299, 2.85748, 0.35744], [-1.13163, 2.72948, -1.39589], [1.27146, -0.03294, -2.83623], [0.69305, -1.56400, -2.79299], [1.52501, -2.50755, -3.25518], [2.80010, -2.40653, -3.37539], [3.41542, -1.38761, -3.21004], [2.62217, -0.19009, -3.01032], [3.60385, 1.30463, -2.60917], [4.46571, -1.12854, -3.47150], [3.67781, -3.84469, -3.88782], [0.95268, -3.64920, -3.18203], [-0.51834, -1.55446, -2.79208], [1.34699, 3.15844, -2.42970], [-0.23710, 2.59289, -3.51830], [1.51608, 2.02346, -4.01832]],
  "forces_ev_per_angstrom": [[2.356, 0.150, 0.199], [1.072, -0.556, 0.049], [2.365, 1.654, -3.798], [-0.502, -0.104, -0.342], [8.746, -12.473, -3.308], [0.684, -5.317, 0.492], [-1.174, -0.385, 1.829], [2.714, 2.796, 2.108], [-0.895, -0.126, 0.353], [0.415, -1.074, -2.048], [-3.648, 6.825, -4.217], [1.329, 10.463, -1.192], [0.395, -10.220, 7.866], [-1.265, 3.770, -5.337], [2.902, 1.489, 3.494], [-2.674, -4.717, -1.274], [0.453, -5.438, 0.838], [0.490, 1.452, -1.416], [0.265, 3.370, 1.114], [-0.541, -0.538, -2.211], [-0.471, -1.841, 1.628], [-1.643, 2.408, -0.003], [-0.978, -1.024, 0.319], [2.612, -5.453, -0.643], [-9.234, 14.367, 4.812], [1.004, 1.579, -1.416], [-0.705, -6.641, 1.919], [-2.270, 5.866, -1.720], [-9.985, -5.814, 2.396], [1.328, -10.340, -2.726], [5.935, 12.997, 0.364], [0.729, 2.396, 1.431], [-0.153, -1.085, -0.487], [-0.769, -0.844, 0.639], [0.073, -0.189, 0.047], [2.039, 3.228, -0.749], [3.270, -0.647, 0.370], [-2.078, -1.924, -1.791], [0.217, 0.964, -0.132], [-2.408, 0.977, 2.544]],
  "lowdin_charge": [-0.086, -0.297, 0.113, -0.009, -1.155, -0.012, 0.041, -0.023, 0.095, 0.022, -0.094, -0.297, -0.111, -0.050, -0.103, -0.081, 0.056, 0.060, 0.050, 0.125, 0.060, 0.170, 0.125, 0.040, 0.910, 0.091, -0.160, 0.035, -0.206, -0.773, -0.174, -0.472, 0.623, 0.137, 0.691, 0.192, 0.158, 0.130, 0.062, 0.114],
  "charge": 0,
  "lumo_ha": -0.01092,
  "spin_multiplicity": 1,
  "homo_lumo_gap_ha": 0.2996
}


Number 1: maximum force 0.068 hartree/bohr, E -267821.049 eV. Number 2: maximum force 0.011 hartree/bohr, E -31052.698 eV. Number 3: maximum force 0.345 hartree/bohr, E -58243.013 eV.